1.
Computed, not measured: one molecule with the formula C7H12O3, with ωB97M-V with the def2-TZVPD basis set.

Last column: Löwdin charge in e.
Positions of all 22 atoms, in Å:
O1 -2.4414 -0.1987 1.9208  0.123
C1 -2.0514 -1.1389 1.2964  -0.531
O2 -2.9431 -2.0193 0.7858  0.106
C2 -0.5871 -1.4480 1.0450  -0.100
C3 0.3083 -0.1943 1.0402  -0.148
C4 1.0777 -0.0238 -0.2727  -0.304
C5 0.1642 0.3085 -1.4602  -0.123
C6 0.0273 1.8276 -1.3311  -0.193
O3 1.2530 2.3056 -0.7830  -0.125
C7 1.9973 1.2057 -0.2566  -0.166
H1 -2.4829 -2.7153 0.2949  0.109
H2 -0.2816 -2.1356 1.8452  0.133
H3 -0.4807 -2.0079 0.1052  0.116
H4 -0.3059 0.6914 1.2367  0.121
H5 1.0234 -0.2581 1.8681  0.121
H6 1.6882 -0.9196 -0.4480  0.143
H7 0.6194 0.0092 -2.4084  0.119
H8 -0.8261 -0.1580 -1.3922  0.115
H9 -0.8106 2.0663 -0.6595  0.119
H10 -0.1629 2.3175 -2.2915  0.120
H11 2.8784 1.0346 -0.8922  0.123
H12 2.3365 1.4512 0.7569  0.124

For the gap between HOMO and LUMO, the calculation gives 10.14 eV. The energy is -13596.07411 eV. As for the SMILES: O=C(O)CC[C@H]1CCOC1. As for the spin multiplicity: 1. The LUMO energy is 0.5 eV. The relative energy (zero: lowest compared OMol25 entry of this formula, charge and spin) comes out at 0.0 kJ/mol.

2.
Computed, not measured: C8H16CoINO4S5 as an isolated structure, with ωB97M-V with the def2-TZVPD basis set.

Last column: Löwdin charge in e.
Positions of all 36 atoms, in Å:
Co1 0.5017 -0.0176 0.3645  -0.092
C1 -2.0533 1.6470 1.1367  -0.470
C2 -1.1224 2.1964 2.2106  -0.481
S1 0.3750 1.2058 2.5145  0.881
C3 -0.2088 -0.1035 3.6273  -0.487
C4 -0.9550 -1.2495 2.9645  -0.612
S2 -0.1827 -1.8559 1.4313  0.601
C5 -1.8169 -0.8874 -1.4343  -0.227
C6 -2.2115 0.5793 -1.5110  -0.364
S3 -1.1560 1.6212 -0.4523  0.942
H1 -2.9078 2.3140 1.0207  0.095
H2 -2.3999 0.6399 1.3608  0.070
H3 -1.6429 2.3122 3.1601  0.095
H4 -0.7401 3.1710 1.9035  0.082
H5 -0.8197 0.3776 4.3924  0.090
H6 0.7049 -0.4664 4.0973  0.085
H7 -1.9835 -0.9716 2.7387  0.054
H8 -0.9812 -2.0955 3.6500  0.071
H9 -2.0762 -1.3218 -0.4727  0.084
H10 -2.3000 -1.4559 -2.2265  0.133
H11 -3.2545 0.7367 -1.2422  0.103
H12 -2.0420 0.9631 -2.5175  0.091
O1 4.8161 2.0788 0.8090  -0.279
S4 5.0514 0.9721 -0.0555  0.331
O2 5.0275 1.1690 -1.4687  -0.315
O3 5.6630 -0.2048 0.4683  -0.316
S5 2.7729 0.0966 0.0596  0.182
N1 -0.2875 -2.2481 -3.4620  0.161
C7 0.1446 -1.1297 -2.8078  -0.547
O4 -0.3804 -0.9965 -1.5412  -0.250
C8 0.9793 -0.1945 -3.2867  0.019
I1 3.1922 -1.7458 -1.2551  0.899
H13 -0.5464 -3.0388 -2.8918  0.120
H14 0.1867 -2.4888 -4.3171  0.118
H15 1.2040 0.6931 -2.7130  0.057
H16 1.4492 -0.3019 -4.2548  0.076

For the gap between HOMO and LUMO (spin up / spin down), the calculation gives 7.62 / 4.61 eV. The energy is -118131.71984 eV. As for the spin multiplicity: 5. As for the total charge: +1. The LUMO energy (spin up / spin down) is -4.2 / -7.0 eV.

3.
Computed, not measured: C2H5NO as an isolated structure, with ωB97M-V with the def2-TZVPD basis set.

Last column: Löwdin charge in e.
Positions of all 9 atoms, in Å:
C1 -1.3542 -0.4684 -0.0074  -0.099
C2 0.1064 0.1717 -0.0905  -0.738
H1 -1.3245 -1.4926 -0.6629  0.062
H2 -2.2962 0.5649 -0.2909  0.179
H3 -1.3603 -0.7110 1.4320  0.184
H4 0.8044 -1.7493 -0.7479  0.244
H5 2.0583 -0.4399 -0.0921  0.085
N1 1.1000 -0.7602 0.1599  0.056
O1 0.2382 1.3662 -0.0213  0.027

For the gap between HOMO and LUMO, the calculation gives 10.02 eV. The energy is -5688.63414 eV. As for the spin multiplicity: 1. The LUMO energy is 0.2 eV. The relative energy (zero: lowest compared OMol25 entry of this formula, charge and spin) comes out at 443.4 kJ/mol.

These records have molecular weight values of 144.2 536.4 59.1 g mol⁻¹, in the order they appear.